Record 1
{
  "formula": "C14H6N4S3SeTc",
  "method": "the ωB97M-V functional and the def2-TZVPD basis",
  "molar_mass_g_mol": 503.39,
  "homo_ha": [-0.323, -0.338],
  "lumo_energy_ev": [-3.047, -2.532],
  "fmax_ev_per_a": 4.10,
  "s2": 0.790,
  "total_energy_ha": -4432.8998,
  "gap_ev": [5.7, 6.7],
  "multiplicity": 2,
  "symbols": ["Tc", "S", "C", "C", "C", "C", "N", "C", "C", "C", "S", "C", "N", "H", "H", "S", "C", "N", "Se", "C", "C", "C", "N", "C", "C", "H", "H", "H", "H"],
  "coordinates": [[1.7189, -1.4060, -1.5660], [1.5983, -1.4056, 0.7642], [1.5064, 0.2805, 1.1870], [1.3527, 0.6180, 2.5318], [1.2346, 1.9399, 2.9190], [1.0488, 2.2642, 4.2990], [0.9025, 2.5105, 5.4115], [1.2907, 2.9601, 1.9433], [1.4748, 2.6265, 0.6143], [1.5714, 1.2916, 0.2208], [1.7520, 0.9300, -1.4725], [1.1168, 4.3288, 2.3187], [0.9517, 5.4252, 2.6191], [1.3152, -0.1663, 3.2766], [1.5377, 3.4074, -0.1326], [6.2896, -2.1705, -2.0876], [4.7517, -1.8892, -1.9091], [3.5918, -1.6575, -1.7541], [-0.2841, -2.2674, -2.4333], [-2.1169, -1.9638, -1.9677], [-2.5952, -0.6847, -1.7322], [-3.9460, -0.5438, -1.4439], [-4.7901, -1.5663, -1.3848], [-4.3159, -2.7846, -1.6164], [-2.9851, -3.0414, -1.9151], [-1.9402, 0.1750, -1.7748], [-4.3650, 0.4377, -1.2522], [-5.0277, -3.5999, -1.5582], [-2.6395, -4.0485, -2.1048]]
}


Record 2
{
  "formula": "C14H7Cl4O7S2",
  "method": "the ωB97M-V functional and the def2-TZVPD basis",
  "molar_mass_g_mol": 493.15,
  "homo_ha": -0.158,
  "lumo_energy_ev": 0.151,
  "fmax_ev_per_a": 5.45,
  "relative_energy_ev": 1.2922,
  "total_energy_ha": -3701.4262,
  "charge": -1,
  "gap_ev": 4.5,
  "symbols": ["Cl", "C", "C", "Cl", "C", "O", "C", "Cl", "C", "Cl", "C", "O", "C", "O", "C", "S", "O", "O", "C", "C", "C", "C", "C", "C", "S", "O", "O", "H", "H", "H", "H", "H", "H", "H"],
  "coordinates": [[2.4468, 1.2816, 1.7416], [1.0552, 2.1911, 2.2105], [1.1463, 3.3138, 2.9955], [2.6460, 3.9664, 3.4633], [-0.0488, 4.1410, 3.2403], [0.0329, 5.3230, 3.5720], [-1.3534, 3.4928, 2.9454], [-2.7568, 4.3013, 3.4561], [-1.4149, 2.3500, 2.1931], [-2.9089, 1.5342, 1.8846], [-0.1971, 1.7593, 1.7069], [-0.5025, -0.4116, 1.1274], [0.4762, 2.3578, -0.9588], [0.0088, 1.0465, -0.4976], [-0.2370, 0.7722, 0.8000], [-1.8545, -1.4164, -0.3733], [-2.8371, -2.1875, 0.3549], [-2.2626, -0.2803, -1.1704], [-0.7418, -2.5204, -1.3785], [0.6457, -2.4069, -1.4746], [1.3689, -3.3545, -2.1763], [0.7158, -4.4380, -2.7738], [-0.6835, -4.5196, -2.7197], [-1.4220, -3.5384, -2.0471], [1.8059, -1.1475, -0.6551], [2.4010, -0.2734, -1.6584], [2.7117, -1.9116, 0.1904], [0.4054, 2.3037, -2.0430], [-0.2058, 3.1260, -0.5818], [1.5074, 2.5377, -0.6325], [2.4552, -3.2619, -2.2404], [1.3124, -5.2030, -3.2778], [-1.2003, -5.3519, -3.1961], [-2.5143, -3.5755, -2.0270]]
}


Record 3
{
  "formula": "C14H7MnN2O7S2",
  "method": "the ωB97M-V functional and the def2-TZVPD basis",
  "molar_mass_g_mol": 434.29,
  "homo_ha": [-0.195, -0.185],
  "lumo_energy_ev": [2.099, 2.099],
  "fmax_ev_per_a": 2.11,
  "s2": 0.755,
  "relative_energy_ev": 0.0000,
  "total_energy_ha": -3121.3848,
  "charge": -1,
  "gap_ev": [7.4, 7.1],
  "multiplicity": 2,
  "symbols": ["Mn", "O", "C", "C", "C", "N", "C", "C", "C", "O", "O", "C", "O", "O", "H", "H", "H", "O", "S", "O", "N", "C", "S", "C", "C", "C", "C", "C", "C", "H", "H", "H", "H"],
  "coordinates": [[-0.5211, 1.2343, -0.0275], [-0.8435, 7.2026, -0.0225], [-0.7997, 5.8478, -0.0238], [-1.9548, 5.0668, -0.0157], [-1.8128, 3.6997, -0.0176], [-0.6193, 3.1389, -0.0273], [0.4889, 3.8616, -0.0343], [0.4481, 5.2396, -0.0330], [1.7141, 2.9512, -0.0427], [2.8369, 3.4138, -0.0511], [1.3657, 1.7032, -0.0399], [-2.9141, 2.6350, -0.0087], [-4.0812, 2.9481, 0.0001], [-2.4158, 1.4325, -0.0108], [-1.7627, 7.4913, -0.0154], [-2.9504, 5.4967, -0.0078], [1.3604, 5.8203, -0.0388], [-2.0335, -5.2183, 1.2588], [-1.5062, -4.7091, 0.0231], [-2.0232, -5.2570, -1.2003], [-1.5852, -3.0591, -0.0032], [-0.3945, -2.5408, -0.0067], [-0.0021, -0.8881, -0.0359], [0.7430, -3.5205, 0.0131], [2.1053, -3.2837, 0.0148], [2.9621, -4.3789, 0.0359], [2.4681, -5.6806, 0.0549], [1.0988, -5.9145, 0.0532], [0.2660, -4.8144, 0.0321], [2.4760, -2.2670, 0.0001], [4.0331, -4.2154, 0.0377], [3.1575, -6.5160, 0.0712], [0.6962, -6.9199, 0.0678]]
}


Record 4
{
  "formula": "C14H8AuCl3F9GeN5OS2",
  "method": "the ωB97M-V functional and the def2-TZVPD basis",
  "molar_mass_g_mol": 873.30,
  "homo_ha": [-0.387, -0.443],
  "lumo_energy_ev": [-5.300, -8.255],
  "fmax_ev_per_a": 0.25,
  "s2": 3.785,
  "relative_energy_ev": 0.0000,
  "total_energy_ha": -6175.4529,
  "charge": 1,
  "gap_ev": [5.2, 3.8],
  "multiplicity": 4,
  "symbols": ["Au", "C", "C", "N", "C", "C", "S", "C", "C", "S", "C", "N", "C", "H", "H", "H", "H", "H", "H", "H", "H", "Cl", "Ge", "Cl", "Cl", "F", "C", "F", "F", "C", "O", "C", "F", "F", "F", "C", "F", "F", "F", "N", "C", "N", "C", "N"],
  "coordinates": [[0.4782, -0.9537, 0.8387], [3.9270, -0.6892, -0.9514], [3.3900, 0.4689, -0.2069], [2.2737, 0.5159, 0.4460], [2.0510, 1.7409, 1.0291], [3.0761, 2.6666, 0.8083], [4.2848, 1.9890, -0.1277], [0.8429, 1.9652, 1.7215], [0.4185, 3.1836, 2.2649], [-1.1305, 3.0440, 2.8687], [-1.1880, 1.3539, 2.3954], [-0.0839, 0.9530, 1.8295], [-2.4172, 0.5757, 2.6101], [3.1411, -1.4273, -1.0919], [4.7528, -1.1379, -0.3917], [4.3152, -0.3724, -1.9204], [3.1314, 3.6838, 1.1638], [0.9742, 4.1070, 2.3108], [-3.1640, 1.1463, 3.1571], [-2.1977, -0.3537, 3.1353], [-2.8125, 0.2963, 1.6271], [-1.2657, -2.4483, 1.7170], [-2.6740, -2.3682, -0.2008], [-4.4632, -1.7287, 0.8546], [-2.8524, -4.5751, -0.3600], [-1.0079, 0.3005, -3.9107], [-1.0372, -0.3997, -2.7786], [-1.4904, -1.6230, -3.0475], [0.2264, -0.5302, -2.3427], [-1.9098, 0.2732, -1.6709], [-1.8320, -0.4337, -0.5001], [-1.3649, 1.7100, -1.3957], [-1.4594, 2.5350, -2.4271], [-0.0593, 1.6698, -1.0350], [-2.0080, 2.2722, -0.3554], [-3.3944, 0.3935, -2.1489], [-4.1267, 0.9932, -1.2067], [-3.5222, 1.0819, -3.2799], [-3.9095, -0.8263, -2.3460], [1.2594, -2.5062, -0.2454], [1.8430, -3.4238, 0.2500], [2.4114, -4.4289, 0.7214], [3.7232, -4.3677, 0.9764], [4.8504, -4.3255, 1.2152]]
}